(1)
Molecular formula: C12H26F6N2O17S4V
Method: DFT, ωB97M-V/def2-TZVPD

Geometry as XYZ:
```
68
Properties=species:S:1:pos:R:3
O -2.653 -20.245 17.210
V -2.233 -19.743 18.633
O -0.771 -19.151 18.633
C -4.866 -16.552 19.824
C -4.093 -17.718 19.299
O -4.188 -18.880 19.793
O -3.102 -17.438 18.568
H -4.999 -16.471 20.902
H -5.888 -16.597 19.445
H -4.613 -15.527 19.552
C 0.011 -22.395 20.409
F -0.476 -23.513 19.844
F 0.897 -22.807 21.299
F 0.483 -21.633 19.377
S -1.352 -21.394 21.372
O -1.667 -22.178 22.577
O -0.760 -20.072 21.599
N -2.503 -21.296 20.055
S -3.614 -22.119 20.714
O -3.237 -23.504 21.053
O -4.412 -21.397 21.722
C -4.867 -22.481 19.148
F -5.901 -23.271 19.533
F -5.417 -21.354 18.635
F -4.114 -22.999 18.137
C -2.493 -14.160 18.017
O -1.477 -13.334 18.622
H -2.088 -15.172 18.016
H -3.284 -14.043 18.758
H -2.904 -13.923 17.035
H -0.635 -13.744 18.412
O -8.864 -11.578 20.418
S -7.513 -11.605 19.871
O -6.512 -10.590 20.258
O -6.954 -13.252 19.882
C -7.842 -14.271 19.523
C -8.497 -14.908 20.804
C -7.699 -11.316 18.100
H -7.441 -15.204 19.127
H -8.602 -13.950 18.811
H -8.978 -15.871 20.637
H -9.187 -14.197 21.260
H -7.808 -15.099 21.626
H -8.397 -12.028 17.660
H -6.733 -11.568 17.664
H -8.016 -10.278 17.998
O -8.909 -19.238 23.172
S -7.661 -18.571 22.937
O -7.578 -17.164 23.224
O -6.388 -19.353 23.773
C -5.068 -18.729 23.767
C -4.587 -18.396 25.169
C -7.221 -19.004 21.208
H -5.106 -17.778 23.235
H -4.433 -19.331 23.117
H -4.751 -19.302 25.753
H -5.175 -17.651 25.704
H -3.575 -17.992 25.186
H -6.179 -19.322 21.183
H -7.447 -18.201 20.507
H -7.812 -19.887 20.961
C -6.204 -13.909 23.531
N -6.081 -14.101 25.025
O -6.561 -13.269 25.781
O -5.764 -15.280 25.407
H -7.272 -13.834 23.326
H -5.772 -14.801 23.079
H -5.712 -13.020 23.136
```

HOMO energy (eV): -7.849
Calculated total energy (eV): -135982.150
ΔE to the lowest compared entry with this formula, charge and spin (kcal/mol): 0.0
Kohn-Sham gap (eV): 9.50
Total charge: -1

***

(2)
Molecular formula: C12H23ClNO6
Method: DFT, ωB97M-V/def2-TZVPD

Geometry as XYZ:
```
43
Properties=species:S:1:pos:R:3
C 1.535 -2.341 0.331
C 1.885 -1.341 -0.770
C 1.503 0.075 -0.412
O 0.104 0.331 -0.651
C -0.666 0.397 0.455
O -1.055 1.793 0.564
C -2.055 1.967 -0.313
O -2.283 2.955 -0.979
O -2.778 0.777 -0.400
C -2.095 -0.163 0.369
Cl -2.737 0.094 2.116
C -2.413 -1.621 0.152
C -2.305 -2.142 -1.290
O -1.350 -1.463 -2.072
C -3.684 -2.173 -1.965
N -3.659 -2.470 -3.387
H 0.499 -2.660 0.238
H 1.640 -1.895 1.312
H 2.150 -3.228 0.248
H 1.444 -1.651 -1.709
H 2.964 -1.344 -0.893
H 1.775 0.297 0.618
H 2.048 0.773 -1.033
H -0.194 0.120 1.387
H -1.752 -2.172 0.805
H -3.432 -1.785 0.475
H -1.958 -3.171 -1.244
H -1.747 -0.651 -2.390
H -4.184 -1.219 -1.825
H -4.260 -2.946 -1.469
H -2.996 -3.214 -3.557
H -3.295 -1.681 -3.899
C 1.827 3.222 1.704
C 2.954 2.461 2.425
C 4.304 2.892 1.806
O 2.765 1.118 2.283
H 1.810 2.938 0.648
H 0.867 2.948 2.146
H 1.919 4.321 1.755
H 2.969 2.858 3.476
H 4.335 2.629 0.745
H 5.130 2.387 2.311
H 4.472 3.980 1.892
```

HOMO energy (eV): -2.996
Calculated total energy (eV): -39114.436
ΔE to the lowest compared entry with this formula, charge and spin (kcal/mol): 13.4
Kohn-Sham gap (eV): 5.63
Total charge: -1

***

(3)
Molecular formula: C19H27FN8O3
Method: DFT, ωB97M-V/def2-TZVPD

Geometry as XYZ:
```
58
Properties=species:S:1:pos:R:3
O 16.812 -11.498 -13.621
C 17.371 -10.916 -12.753
O 17.714 -9.625 -12.801
C 18.353 -9.232 -11.626
C 17.815 -10.257 -10.663
F 16.643 -9.841 -10.050
O 17.493 -11.354 -11.548
H 19.434 -9.331 -11.721
H 18.096 -8.209 -11.353
H 18.539 -10.595 -9.922
C 18.486 -13.336 -14.527
C 19.781 -12.658 -14.788
N 20.805 -12.070 -15.012
H 18.530 -14.371 -14.189
H 17.847 -13.192 -15.398
H 18.051 -12.807 -13.679
C 19.809 -9.186 -14.810
C 19.357 -8.803 -16.172
N 18.909 -8.465 -17.180
H 20.236 -10.188 -14.832
H 19.108 -9.139 -13.977
H 20.608 -8.490 -14.552
C 16.735 -8.996 -15.337
C 15.473 -9.676 -15.020
N 14.448 -10.179 -14.747
H 16.816 -7.969 -14.979
H 16.826 -9.016 -16.423
H 17.577 -9.542 -14.913
C 21.851 -7.162 -16.648
C 22.287 -7.920 -15.464
N 22.614 -8.535 -14.572
H 21.094 -7.642 -17.268
H 22.678 -6.971 -17.332
H 21.508 -6.173 -16.344
C 20.060 -10.720 -18.287
C 21.099 -9.968 -17.525
N 21.893 -9.436 -16.942
H 19.207 -10.098 -18.560
H 19.713 -11.548 -17.669
H 20.587 -11.202 -19.110
C 18.232 -6.068 -17.994
C 19.583 -6.473 -18.372
N 20.640 -6.803 -18.746
H 18.243 -5.167 -17.380
H 17.804 -6.891 -17.423
H 17.592 -5.912 -18.863
C 21.515 -7.169 -12.591
C 22.015 -5.816 -12.259
N 22.402 -4.687 -11.987
H 20.916 -7.487 -11.737
H 22.355 -7.863 -12.567
H 21.051 -7.104 -13.575
C 17.872 -6.081 -14.748
C 18.671 -6.832 -13.799
N 19.341 -7.393 -13.056
H 18.429 -5.184 -15.016
H 16.942 -5.957 -14.194
H 17.797 -6.725 -15.624
```

HOMO energy (eV): -10.343
Calculated total energy (eV): -40911.617
ΔE to the lowest compared entry with this formula, charge and spin (kcal/mol): 173.3
Kohn-Sham gap (eV): 10.45
SMILES string: O=C1OC[C@@H](F)O1.CC#N.CC#N.CC#N.CC#N.CC#N.CC#N.CC#N.CC#N

***

(4)
Molecular formula: C26H49IN2O14S5
Method: DFT, ωB97M-V/def2-TZVPD

Geometry as XYZ:
```
97
Properties=species:S:1:pos:R:3
O -8.594 5.305 2.744
S -10.019 5.224 2.818
O -10.781 6.320 3.302
C -10.424 3.813 3.884
N -9.428 2.720 3.833
C -9.012 2.288 2.627
C -8.092 1.276 2.546
C -7.598 0.683 3.697
C -6.604 -0.407 3.536
C -7.033 -1.607 2.995
C -6.132 -2.622 2.788
N -4.831 -2.468 3.090
C -3.858 -3.545 2.799
C -3.033 -3.111 1.586
C -3.851 -3.160 0.294
I -3.801 -1.297 -0.768
C -4.410 -1.317 3.636
C -5.265 -0.272 3.868
C -8.052 1.140 4.919
C -8.965 2.156 4.958
H -10.492 4.899 1.585
H -10.510 4.220 4.884
H -11.405 3.437 3.604
H -9.396 2.724 1.723
H -7.766 0.953 1.571
H -8.065 -1.751 2.725
H -6.453 -3.559 2.368
H -3.195 -3.684 3.642
H -4.390 -4.449 2.537
H -2.138 -3.712 1.489
H -2.694 -2.092 1.748
H -4.899 -3.365 0.473
H -3.466 -3.890 -0.400
H -3.366 -1.225 3.887
H -4.895 0.653 4.280
H -7.694 0.705 5.836
H -9.346 2.551 5.882
O -4.667 2.551 4.694
S -4.438 3.592 3.721
O -3.922 3.258 2.432
O -3.566 4.722 4.378
C -2.306 4.362 5.007
C -1.204 4.124 3.996
C -5.920 4.509 3.540
H -2.454 3.498 5.655
H -2.057 5.207 5.644
H -1.395 3.231 3.401
H -0.253 3.994 4.510
H -1.124 4.966 3.310
H -6.292 4.774 4.526
H -6.633 3.877 3.019
H -5.717 5.398 2.950
O -0.511 -2.870 -0.856
S 0.013 -1.828 -1.698
O -0.442 -1.697 -3.045
O 1.589 -1.877 -1.663
C 2.240 -3.141 -1.968
C 2.268 -3.438 -3.450
C -0.204 -0.290 -0.874
H 1.758 -3.943 -1.407
H 3.254 -3.041 -1.588
H 1.267 -3.628 -3.838
H 2.881 -4.318 -3.640
H 2.682 -2.599 -4.004
H 0.161 -0.387 0.146
H -1.278 -0.118 -0.889
H 0.328 0.494 -1.405
O 5.442 -2.836 -3.944
S 5.991 -1.843 -4.819
O 5.568 -1.767 -6.180
O 7.573 -1.926 -4.757
C 8.200 -3.212 -4.990
C 8.236 -3.562 -6.464
C 5.823 -0.253 -4.079
H 7.698 -3.986 -4.409
H 9.215 -3.121 -4.610
H 7.235 -3.742 -6.856
H 8.829 -4.463 -6.618
H 8.673 -2.747 -7.040
H 6.182 -0.303 -3.054
H 4.765 0.002 -4.101
H 6.393 0.466 -4.660
O 10.606 -1.228 -3.151
S 10.957 -0.437 -4.293
O 11.420 -1.057 -5.494
O 11.991 0.682 -3.849
C 13.184 0.260 -3.151
C 14.224 -0.324 -4.085
C 9.628 0.644 -4.688
H 12.918 -0.441 -2.359
H 13.570 1.159 -2.675
H 13.890 -1.271 -4.508
H 15.153 -0.502 -3.543
H 14.421 0.355 -4.914
H 9.304 1.147 -3.781
H 8.830 0.028 -5.092
H 9.971 1.359 -5.432
```

HOMO energy (eV): -12.657
Calculated total energy (eV): -121661.321
Kohn-Sham gap (eV): 5.25
Total charge: +2

***

(5)
Molecular formula: C13H18N
Method: DFT, ωB97M-V/def2-TZVPD

Geometry as XYZ:
```
32
Properties=species:S:1:pos:R:3
C -3.813 0.038 -0.381
C -2.898 0.748 -1.261
C -3.330 -0.601 0.701
C -1.498 0.620 -0.956
C -1.962 -0.607 1.016
C -1.014 0.121 0.241
C 0.616 -0.443 3.034
C -0.662 -2.075 -1.854
C 1.081 -0.270 1.768
C 0.293 -2.198 -1.021
C 1.761 2.085 0.471
C 2.137 0.292 -1.068
C 0.360 0.179 0.590
N 1.115 1.042 -0.325
H -4.916 0.112 -0.504
H -3.236 0.994 -2.215
H -4.021 -1.009 1.393
H -0.862 1.097 -1.658
H -1.707 -0.919 1.988
H 1.109 -1.009 3.761
H -0.455 -0.267 3.181
H -1.261 -2.644 -2.522
H -1.160 -1.106 -1.827
H 2.199 -0.297 1.629
H 0.860 -2.814 -0.452
H 2.053 2.835 -0.227
H 0.869 2.624 1.005
H 2.594 1.735 1.134
H 2.801 0.956 -1.583
H 2.661 -0.324 -0.420
H 1.627 -0.296 -1.824
H 0.648 1.435 -1.139
```

HOMO energy (alpha / beta) (eV): -11.355 / -11.155
Calculated total energy (eV): -15249.717
ΔE to the lowest compared entry with this formula, charge and spin (kcal/mol): 173.0
Kohn-Sham gap (alpha / beta) (eV): 6.71 / 7.91
Total charge: +1

***

(6)
Molecular formula: C2H6ClN3
Method: DFT, ωB97M-V/def2-TZVPD

Geometry as XYZ:
```
12
Properties=species:S:1:pos:R:3
C -2.031 0.665 -2.504
C 1.656 -0.827 1.657
N -0.935 0.638 -2.010
N 0.114 0.628 -1.605
N 0.250 -0.317 1.361
Cl -0.215 0.653 2.670
H -2.673 1.612 -2.472
H 0.221 0.147 0.353
H -2.396 -0.289 -2.856
H 1.450 -1.570 2.493
H 2.141 -1.317 0.883
H 2.419 -0.023 2.032
```

HOMO energy (eV): -8.718
Calculated total energy (eV): -19159.943
ΔE to the lowest compared entry with this formula, charge and spin (kcal/mol): 87.0
Kohn-Sham gap (eV): 9.32

***

(7)
Molecular formula: C21H20IrN5O3S3Si
Method: DFT, ωB97M-V/def2-TZVPD

Geometry as XYZ:
```
54
Properties=species:S:1:pos:R:3
Ir -0.272 -0.024 0.615
S 0.070 -4.626 -5.588
N 1.260 -4.100 -4.632
C 0.699 -3.362 -3.693
C 1.391 -2.688 -2.623
C 2.775 -2.740 -2.461
C 3.339 -2.061 -1.407
C 2.508 -1.346 -0.549
N 1.193 -1.286 -0.689
C 0.625 -1.950 -1.707
C -0.815 -1.869 -1.829
N -1.480 -1.138 -0.916
C -2.796 -1.009 -1.017
C -3.533 -1.594 -2.038
C -2.878 -2.347 -2.985
C -1.497 -2.500 -2.882
C -0.719 -3.271 -3.820
N -1.193 -3.943 -4.850
H 3.369 -3.308 -3.165
H 4.405 -2.075 -1.233
H 2.931 -0.807 0.286
H -3.275 -0.417 -0.253
H -4.602 -1.444 -2.079
H -3.400 -2.814 -3.809
O -0.300 -1.611 2.274
S -0.769 -0.448 3.073
O -1.099 -0.709 4.436
O 0.157 0.683 2.832
S -2.355 0.176 1.917
C 2.766 1.221 1.651
Si 1.639 2.567 0.941
C 2.778 3.484 -0.270
C 1.044 3.748 2.284
N 0.303 1.878 0.005
C -0.461 2.628 -0.863
C -0.398 4.036 -0.920
C -1.122 4.756 -1.853
C -1.956 4.124 -2.762
C -2.060 2.740 -2.710
C -1.336 2.014 -1.784
H 3.000 1.442 2.694
H 3.706 1.155 1.100
H 2.276 0.249 1.663
H 3.689 3.794 0.250
H 2.334 4.376 -0.712
H 3.068 2.821 -1.089
H 1.897 4.143 2.843
H 0.399 3.210 2.978
H 0.485 4.594 1.884
H 0.221 4.569 -0.213
H -1.042 5.837 -1.866
H -2.515 4.691 -3.494
H -2.712 2.223 -3.404
H -1.415 0.939 -1.761
```

HOMO energy (eV): -7.034
Calculated total energy (eV): -78918.202
ΔE to the lowest compared entry with this formula, charge and spin (kcal/mol): 6.2
Kohn-Sham gap (eV): 5.45

***

(8)
Molecular formula: C37H27BaCl2N5O6PSSe2
Method: DFT, ωB97M-V/def2-TZVPD

Geometry as XYZ:
```
82
Properties=species:S:1:pos:R:3
Ba 0.712 -1.628 -0.360
C 1.768 -5.885 0.839
C 0.895 -5.669 -0.345
N 0.467 -4.505 -0.788
C -0.349 -4.782 -1.865
C -0.398 -6.135 -2.070
N 0.398 -6.675 -1.094
C -1.065 -7.057 -3.026
O -1.829 -6.514 -3.930
O -0.878 -8.255 -2.908
C -1.064 -3.696 -2.612
O -1.791 -4.050 -3.573
O -0.887 -2.523 -2.217
H 2.021 -4.921 1.266
H 2.686 -6.409 0.568
H 1.251 -6.469 1.602
H 0.538 -7.669 -0.999
H -1.839 -5.467 -3.820
Cl 4.012 -4.221 6.656
C 3.065 -3.713 5.280
C 1.688 -3.479 5.450
C 0.925 -3.087 4.391
Cl -0.763 -2.771 4.624
C 1.455 -2.892 3.060
O 0.720 -2.541 2.108
C 2.872 -3.120 2.951
C 3.595 -2.917 1.720
O 3.169 -2.491 0.653
C 3.641 -3.535 4.059
H 1.235 -3.605 6.424
H 4.670 -3.176 1.788
H 4.704 -3.704 3.929
N -1.734 2.278 1.566
C -3.064 2.468 1.181
C -3.806 3.511 1.709
C -5.128 3.696 1.319
C -5.721 2.810 0.436
C -4.981 1.747 -0.073
C -3.650 1.592 0.269
S -2.668 0.365 -0.529
N -1.329 0.202 0.515
C -1.026 1.124 1.346
C 0.143 0.919 2.256
C 0.044 1.297 3.585
C 1.139 1.093 4.410
C 2.287 0.545 3.870
C 2.277 0.185 2.527
N 1.226 0.345 1.737
H -1.201 3.069 1.892
H -3.340 4.188 2.416
H -5.691 4.529 1.718
H -6.753 2.940 0.140
H -5.431 1.051 -0.771
H -0.874 1.723 3.963
H 1.093 1.360 5.458
H 3.171 0.378 4.469
H 3.152 -0.254 2.066
Se 1.318 3.622 0.327
P 1.063 2.897 -1.677
Se 1.817 0.953 -2.249
C 1.820 4.135 -2.809
C 1.657 5.490 -2.528
C 2.156 6.452 -3.391
C 2.830 6.071 -4.544
C 2.997 4.725 -4.828
C 2.490 3.759 -3.967
C -0.692 3.026 -2.205
C -1.562 3.885 -1.534
C -2.872 4.026 -1.960
C -3.326 3.311 -3.063
C -2.464 2.458 -3.733
C -1.152 2.314 -3.304
H 1.155 5.785 -1.614
H 2.025 7.502 -3.160
H 3.228 6.822 -5.216
H 3.525 4.420 -5.723
H 2.622 2.707 -4.181
H -1.199 4.429 -0.669
H -3.549 4.682 -1.427
H -4.354 3.415 -3.388
H -2.813 1.884 -4.582
H -0.482 1.626 -3.807
```

HOMO energy (eV): -5.193
Calculated total energy (eV): -235109.033
ΔE to the lowest compared entry with this formula, charge and spin (kcal/mol): 13.8
Kohn-Sham gap (eV): 7.09
Total charge: -1

***

(9)
Molecular formula: C3H13NO2S2
Method: DFT, ωB97M-V/def2-TZVPD

Geometry as XYZ:
```
21
Properties=species:S:1:pos:R:3
C 3.382 0.131 -0.454
S 2.117 -0.681 0.529
S 0.636 -0.641 -0.851
C 0.162 1.240 -0.708
C -0.276 1.628 0.726
N -1.369 0.741 1.335
H 3.187 1.124 -0.718
H 4.294 -0.020 0.088
H 3.634 -0.315 -1.394
H -0.664 1.352 -1.424
H 1.121 1.771 -0.930
H -0.374 2.709 0.818
H 0.624 1.457 1.424
H -2.258 0.902 0.804
H -1.508 1.071 2.292
O -2.507 -1.746 0.456
H -1.704 -1.263 0.808
H -2.707 -2.164 1.283
O -3.751 0.604 -0.758
H -3.212 -0.254 -0.741
H -4.437 0.724 -1.462
```

HOMO energy (eV): -8.697
Calculated total energy (eV): -30576.955
ΔE to the lowest compared entry with this formula, charge and spin (kcal/mol): 20.0
Kohn-Sham gap (eV): 9.43
SMILES string: CSSCCN.O.O

***

(10)
Molecular formula: C5H13AgFO7
Method: DFT, ωB97M-V/def2-TZVPD

Geometry as XYZ:
```
27
Properties=species:S:1:pos:R:3
Ag 0.054 0.751 -0.996
F -0.415 2.125 -2.993
O 3.017 0.593 1.431
C 3.387 1.072 0.181
O 2.505 1.024 -0.733
O 4.516 1.547 0.040
H 2.161 0.191 1.220
C -1.946 -1.557 -1.922
C -0.757 -2.323 -1.422
O 0.491 -1.627 -1.662
O -2.186 -0.336 -1.208
H -2.871 -2.144 -1.871
H -1.813 -1.310 -2.982
H -0.663 -3.284 -1.931
H -0.809 -2.438 -0.333
H 1.174 -2.252 -1.403
H -2.892 0.134 -1.661
C -0.248 1.733 2.035
C -0.571 0.257 2.019
O 0.418 -0.480 1.282
O -0.379 2.363 0.747
H 0.793 1.878 2.342
H -0.935 2.227 2.730
H -1.559 0.085 1.576
H -0.581 -0.134 3.040
H 0.386 -1.399 1.559
H -0.278 3.304 0.914
```

HOMO energy (eV): -4.081
Calculated total energy (eV): -26444.908
ΔE to the lowest compared entry with this formula, charge and spin (kcal/mol): 42.3
Kohn-Sham gap (eV): 6.43
Total charge: -1